Entry 1:
12 unconnected molecules or ions with the total composition C26H61N7O22 at a distorted geometry. Source: the Open Molecules 2025 dataset; level of theory: ωB97M-V/def2-TZVPD.

Structure (ORCA input):
```
! RIJCOSX wB97M-V def2-TZVPD def2/J DEFGRID3
* xyz 2 1
C 7.02 -4.16 -18.56
C 6.21 -3.17 -19.41
O 6.12 -3.20 -20.68
N 5.75 -1.90 -18.67
H 6.46 -1.43 -18.15
H 5.23 -1.24 -19.23
C 4.81 -2.35 -17.54
H 7.72 -3.57 -17.96
H 7.77 -4.79 -19.05
H 6.41 -4.82 -17.95
H 5.48 -2.84 -16.83
H 4.10 -2.99 -18.07
H 4.35 -1.54 -16.98
C 1.77 -3.71 -11.28
C 2.05 -4.05 -12.68
O 1.25 -4.57 -13.44
N 3.27 -3.31 -13.27
H 3.86 -2.79 -12.63
H 3.97 -4.00 -13.51
C 3.01 -2.39 -14.47
H 0.73 -4.02 -11.15
H 1.97 -2.72 -10.86
H 2.33 -4.42 -10.68
H 2.55 -3.02 -15.23
H 3.97 -2.00 -14.83
H 2.51 -1.49 -14.12
C -0.12 -8.21 -13.37
C -0.98 -8.53 -14.56
O -2.09 -9.08 -14.42
N -0.42 -8.32 -15.95
H -1.20 -8.21 -16.58
H 0.08 -7.45 -15.80
C 0.51 -9.50 -16.50
H -0.81 -8.32 -12.54
H 0.19 -7.16 -13.38
H 0.73 -8.87 -13.17
H 0.02 -10.46 -16.36
H 1.51 -9.54 -16.07
H 0.59 -9.27 -17.56
C 3.60 -9.06 -24.06
C 4.40 -7.97 -23.39
O 4.28 -6.78 -23.44
N 5.44 -8.35 -22.36
H 6.17 -8.93 -22.75
H 5.96 -7.51 -22.11
C 4.79 -9.01 -21.00
H 2.99 -8.87 -24.95
H 3.07 -9.80 -23.46
H 4.40 -9.62 -24.55
H 4.01 -9.75 -21.15
H 4.21 -8.23 -20.51
H 5.59 -9.49 -20.43
C 3.18 -4.71 -21.56
C 2.18 -4.36 -20.45
O 1.94 -3.23 -20.09
N 1.43 -5.51 -19.81
H 1.53 -6.46 -20.15
H 1.62 -5.62 -18.82
C -0.10 -5.33 -19.97
H 3.97 -5.29 -21.08
H 3.55 -3.73 -21.86
H 2.70 -5.28 -22.36
H -0.61 -5.97 -19.25
H -0.32 -5.65 -20.99
H -0.44 -4.30 -19.85
C 5.73 -8.20 -16.32
C 5.74 -9.56 -17.08
O 4.77 -10.18 -17.35
N 7.18 -10.05 -17.49
H 7.49 -9.43 -18.22
H 7.91 -9.89 -16.81
C 7.16 -11.53 -17.86
H 4.91 -7.68 -16.81
H 6.58 -7.52 -16.26
H 5.55 -8.36 -15.26
H 8.17 -11.83 -18.15
H 6.55 -11.55 -18.76
H 6.83 -11.97 -16.92
C 4.83 -11.57 -14.18
C 4.07 -10.35 -13.72
O 3.34 -9.70 -14.43
N 4.20 -10.00 -12.21
H 3.43 -10.49 -11.76
H 5.00 -10.42 -11.76
C 4.18 -8.46 -12.02
H 5.89 -11.37 -14.37
H 4.44 -11.92 -15.13
H 4.69 -12.39 -13.48
H 3.14 -8.18 -12.23
H 4.93 -8.05 -12.69
H 4.46 -8.25 -10.99
O 2.80 -6.47 -15.31
C 2.47 -5.86 -16.49
O 1.36 -6.12 -17.05
O 3.21 -5.09 -17.09
H 3.64 -6.05 -15.10
O -3.30 -5.23 -17.33
C -3.30 -6.46 -17.85
O -4.19 -6.86 -18.57
O -2.38 -7.17 -17.46
H -2.49 -5.20 -16.82
O -1.05 -3.82 -16.16
C -0.71 -2.58 -16.53
O 0.45 -2.27 -16.66
O -1.61 -1.74 -16.63
H -0.16 -4.18 -16.12
O 0.61 -9.44 -20.20
C 0.64 -8.67 -21.31
O 1.62 -7.94 -21.50
O -0.31 -8.75 -22.11
H -0.33 -9.66 -20.20
O 7.14 -5.92 -13.80
C 6.03 -5.21 -14.00
O 5.04 -5.59 -13.40
O 6.03 -4.26 -14.81
H 6.81 -6.63 -13.23
*
```

Output
- orbital gap (eV) = 1.3

***

Entry 2:
9 unconnected molecules or ions with the total composition C26H62BF3O10 at a distorted geometry. Source: the Open Molecules 2025 dataset; level of theory: ωB97M-V/def2-TZVPD.

Structure (ORCA input):
```
! RIJCOSX wB97M-V def2-TZVPD def2/J DEFGRID3
* xyz 0 1
C 2.60 -6.22 1.47
C 3.72 -5.72 2.05
C 3.95 -4.30 2.55
B 3.19 -3.20 1.70
C 4.08 -2.18 0.89
C 4.84 -3.00 -0.15
O 5.26 -2.18 -1.25
C 5.79 -2.98 -2.23
O 6.94 -3.29 -2.25
C 1.62 -3.12 1.72
C 0.93 -2.55 0.45
C -0.03 -3.49 -0.22
F 0.21 -3.80 -1.51
C -1.14 -3.99 0.30
F -2.19 -4.29 -0.44
F -1.32 -4.17 1.60
H 1.64 -6.22 1.99
H 2.59 -6.68 0.48
H 4.56 -6.39 2.22
H 3.72 -4.14 3.62
H 5.03 -4.15 2.48
H 4.77 -1.69 1.57
H 3.50 -1.40 0.41
H 5.70 -3.51 0.30
H 4.19 -3.81 -0.52
H 5.08 -3.31 -3.00
H 1.22 -4.11 1.93
H 1.38 -2.48 2.58
H 0.34 -1.67 0.72
H 1.63 -2.24 -0.32
C -2.18 -1.04 -2.32
C -1.25 -0.04 -2.96
O 0.09 -0.53 -3.00
H -1.82 -1.26 -1.31
H -3.20 -0.67 -2.27
H -2.18 -1.98 -2.87
H -1.23 0.88 -2.38
H -1.57 0.20 -3.98
H 0.08 -1.34 -3.53
C -5.13 -4.24 2.43
C -4.72 -2.83 2.03
O -4.04 -2.17 3.10
H -5.78 -4.21 3.31
H -5.66 -4.73 1.62
H -4.26 -4.84 2.69
H -5.59 -2.23 1.79
H -4.07 -2.86 1.15
H -3.26 -2.69 3.31
C -3.32 4.29 -1.57
C -3.39 2.82 -1.92
O -3.18 2.58 -3.31
H -4.06 4.85 -2.14
H -3.50 4.44 -0.51
H -2.34 4.70 -1.81
H -4.37 2.40 -1.69
H -2.64 2.27 -1.33
H -2.31 2.93 -3.54
C 6.95 1.44 0.80
C 5.51 1.51 0.33
O 4.62 0.86 1.24
H 7.26 0.40 0.92
H 7.62 1.92 0.08
H 7.07 1.94 1.76
H 5.39 0.99 -0.62
H 5.20 2.55 0.20
H 4.69 1.30 2.09
C -1.03 5.14 2.10
C -1.10 3.68 1.69
O -0.83 3.51 0.30
H -1.74 5.73 1.52
H -1.25 5.26 3.16
H -0.03 5.55 1.90
H -2.10 3.29 1.87
H -0.39 3.09 2.27
H 0.05 3.84 0.12
C -0.50 2.59 6.25
C -1.79 3.06 5.62
O -1.90 2.64 4.26
H 0.36 2.97 5.69
H -0.42 2.94 7.29
H -0.44 1.50 6.25
H -1.84 4.15 5.60
H -2.65 2.69 6.18
H -1.87 1.68 4.25
C -8.03 4.41 -2.66
C -7.33 5.48 -3.48
O -5.92 5.29 -3.50
H -7.65 4.41 -1.63
H -9.11 4.58 -2.63
H -7.85 3.42 -3.08
H -7.50 6.46 -3.05
H -7.72 5.48 -4.50
H -5.74 4.42 -3.89
C 3.03 0.12 -4.91
C 4.14 -0.72 -4.31
O 4.20 -2.01 -4.91
H 2.08 -0.39 -4.77
H 2.97 1.11 -4.44
H 3.19 0.25 -5.98
H 3.97 -0.87 -3.24
H 5.11 -0.22 -4.43
H 4.36 -1.88 -5.85
*
```

Output
- structure (SMILES) = C=CCB(CCOC=O)CCC(F)=C(F)F.CCO.CCO.CCO.CCO.CCO.CCO.CCO.CCO
- orbital gap (eV) = 8.4

***

Entry 3:
4 unconnected molecules or ions with the total composition C26H62BO15P3 at a distorted geometry. Source: the Open Molecules 2025 dataset; level of theory: ωB97M-V/def2-TZVPD.

Structure (ORCA input):
```
! RIJCOSX wB97M-V def2-TZVPD def2/J DEFGRID3
* xyz 0 1
C -2.62 -2.69 -2.43
C -2.22 -3.59 -1.18
C -1.49 -4.98 -1.56
C -3.42 -3.94 -0.17
C -4.83 -3.29 -0.56
C -3.02 -3.30 1.27
O -1.80 -3.92 1.77
B -2.08 -4.61 3.01
C -2.08 -3.70 4.37
C -1.94 -4.71 5.61
O -1.19 -4.46 6.57
O -2.68 -5.94 5.55
H -3.54 -3.03 -3.00
H -2.82 -1.63 -2.04
H -1.74 -2.59 -3.16
H -1.44 -2.99 -0.58
H -2.03 -5.57 -2.36
H -1.51 -5.61 -0.60
H -0.37 -4.83 -1.80
H -3.54 -5.07 -0.01
H -5.60 -3.68 0.20
H -5.22 -3.58 -1.59
H -4.82 -2.15 -0.41
H -2.81 -2.19 1.04
H -3.92 -3.44 1.96
H -2.31 -5.76 2.97
H -3.00 -3.03 4.46
H -1.17 -3.00 4.37
H -3.62 -5.64 5.50
C -0.44 3.31 -4.85
C -0.56 1.90 -4.32
O 0.18 1.73 -3.12
P -0.44 2.35 -1.72
O -1.48 1.25 -1.49
O 0.67 1.65 -0.70
C 0.25 0.96 0.47
C 0.35 -0.54 0.25
O 0.67 3.64 -1.91
C 1.40 4.16 -0.81
C 2.84 3.69 -0.90
H -0.92 4.02 -4.18
H -0.90 3.40 -5.84
H 0.61 3.60 -4.93
H -1.61 1.63 -4.16
H -0.16 1.19 -5.05
H -0.76 1.25 0.77
H 0.92 1.25 1.29
H -0.24 -0.85 -0.62
H -0.01 -1.09 1.12
H 1.38 -0.83 0.05
H 0.94 3.89 0.15
H 1.37 5.25 -0.88
H 2.92 2.60 -0.88
H 3.43 4.09 -0.07
H 3.29 4.02 -1.84
C -3.76 3.27 1.48
C -3.15 4.39 2.31
O -3.25 4.11 3.70
P -2.20 3.01 4.36
O -0.96 3.91 4.38
O -2.58 3.28 5.95
C -1.56 3.48 6.92
C -1.47 4.95 7.28
O -3.47 1.87 4.30
C -3.71 0.97 5.38
C -4.94 1.43 6.15
H -3.16 2.36 1.57
H -3.80 3.55 0.43
H -4.77 3.03 1.83
H -2.11 4.57 2.03
H -3.71 5.32 2.13
H -0.60 3.08 6.58
H -1.84 2.90 7.81
H -1.29 5.57 6.40
H -0.67 5.12 8.00
H -2.41 5.29 7.72
H -2.84 0.88 6.03
H -3.91 -0.01 4.95
H -4.81 2.44 6.56
H -5.15 0.75 6.98
H -5.81 1.47 5.49
C 7.46 -1.52 -7.05
C 6.05 -0.97 -7.04
O 5.44 -1.15 -5.77
P 5.88 -0.15 -4.52
O 5.10 1.09 -4.98
O 4.71 -0.64 -3.45
C 3.93 0.32 -2.74
C 2.54 0.39 -3.34
O 6.85 -1.43 -3.95
C 6.92 -1.74 -2.56
C 6.13 -3.01 -2.30
H 8.11 -0.94 -6.39
H 7.88 -1.50 -8.06
H 7.47 -2.55 -6.69
H 6.04 0.09 -7.31
H 5.44 -1.50 -7.77
H 4.41 1.30 -2.72
H 3.85 -0.03 -1.70
H 2.57 0.64 -4.40
H 1.93 1.15 -2.83
H 2.03 -0.57 -3.25
H 6.58 -0.91 -1.94
H 7.97 -1.92 -2.31
H 5.08 -2.91 -2.58
H 6.18 -3.29 -1.24
H 6.53 -3.84 -2.89
*
```

Output
- structure (SMILES) = CC(C)[C@H](C)COBCC(=O)O.CCOP(=O)(OCC)OCC.CCOP(=O)(OCC)OCC.CCOP(=O)(OCC)OCC
- orbital gap (eV) = 8.1

***

Entry 4:
A molecular structure, C26H62Br6N6O14P2 at a distorted geometry. Source: the Open Molecules 2025 dataset; level of theory: ωB97M-V/def2-TZVPD.

Structure (ORCA input):
```
! RIJCOSX wB97M-V def2-TZVPD def2/J DEFGRID3
* xyz 1 2
C -2.19 14.00 19.25
Br -1.84 12.63 20.63
Br -0.81 15.39 19.23
Br -4.09 14.67 19.27
H -2.05 13.60 18.25
C -3.67 12.20 14.71
Br -4.43 10.94 16.02
Br -1.89 12.91 15.40
Br -5.04 13.55 14.34
H -3.49 11.59 13.82
O -7.92 9.66 15.48
P -7.75 8.52 14.48
N -9.31 7.89 14.12
C -9.68 6.61 13.41
C -10.42 8.69 14.27
N -6.92 7.19 15.17
C -6.95 6.90 16.62
C -6.36 6.10 14.42
N -7.13 8.92 12.95
C -5.95 9.81 12.98
C -7.35 8.27 11.67
H -8.80 6.03 13.13
H -10.07 6.87 12.43
H -10.48 6.11 13.94
H -11.39 8.32 13.94
H -10.26 9.64 13.75
H -10.54 9.03 15.30
H -6.74 7.82 17.16
H -7.93 6.51 16.89
H -6.22 6.15 16.94
H -6.27 6.39 13.38
H -5.34 5.88 14.77
H -6.88 5.14 14.51
H -6.09 10.67 13.63
H -5.10 9.17 13.21
H -5.74 10.32 12.04
H -6.56 8.42 10.93
H -8.35 8.45 11.28
H -7.39 7.19 11.79
O -0.36 9.99 15.45
P -1.09 8.73 15.78
N 0.11 7.49 15.86
C 1.02 7.56 16.99
C 0.85 7.18 14.58
N -2.30 8.24 14.78
C -3.03 6.95 15.06
C -2.49 8.71 13.36
N -1.67 8.68 17.41
C -1.69 9.82 18.35
C -1.95 7.39 18.06
H 0.67 7.94 17.94
H 1.78 8.28 16.69
H 1.54 6.63 17.22
H 0.22 7.26 13.69
H 1.18 6.17 14.83
H 1.66 7.89 14.41
H -2.36 6.17 15.45
H -3.92 7.08 15.68
H -3.51 6.62 14.14
H -2.96 9.69 13.27
H -1.50 8.70 12.90
H -3.20 8.08 12.82
H -2.65 10.04 18.82
H -1.01 9.58 19.17
H -1.34 10.78 17.96
H -1.60 6.53 17.48
H -3.04 7.34 18.01
H -1.54 7.40 19.07
C -8.33 13.45 13.68
O -7.77 13.68 12.40
C -8.42 13.06 11.32
O -9.01 11.96 11.41
O -8.21 13.77 10.20
C -8.65 13.26 8.98
H -7.82 13.98 14.48
H -8.28 12.40 13.95
H -9.36 13.81 13.67
H -9.73 13.20 9.08
H -8.14 12.34 8.69
H -8.52 14.01 8.20
C -10.43 14.81 19.22
O -9.47 13.76 19.59
C -8.54 13.34 18.61
O -8.33 13.93 17.60
O -8.00 12.11 18.93
C -7.13 11.50 18.06
H -11.20 14.46 18.53
H -10.01 15.78 18.96
H -10.99 15.01 20.13
H -6.50 10.76 18.55
H -6.43 12.22 17.62
H -7.76 11.03 17.31
C -1.50 16.97 12.19
O -2.85 16.64 12.18
C -3.76 17.58 12.14
O -3.59 18.81 12.25
O -5.00 17.14 11.79
C -5.16 15.78 11.48
H -1.22 17.54 13.08
H -1.11 17.36 11.25
H -1.08 15.97 12.31
H -6.12 15.39 11.15
H -5.04 15.01 12.25
H -4.46 15.62 10.66
C -4.38 12.01 10.15
O -3.24 11.72 10.91
C -2.30 12.73 11.09
O -2.27 13.84 10.53
O -1.36 12.33 12.01
C -0.13 13.05 12.13
H -4.67 13.06 10.06
H -5.24 11.45 10.53
H -4.18 11.75 9.11
H 0.33 12.60 13.01
H -0.20 14.12 12.34
H 0.45 13.00 11.21
*
```

Output
- orbital gap (spin up / spin down) (eV) = 7.7 / 2.8

***

no.,DFT total energy (eV)
1,-83402.160
2,-57264.808
3,-87218.947
4,-504395.512